# 1
# C26H57NO13PS6

A 6-piece molecular cluster, C26H57NO13PS6 overall (the ωB97M-V functional and the def2-TZVPD basis, the Open Molecules 2025 dataset).

XYZ file:
```
104
Properties=species:S:1:pos:R:3:lowdin_charge:R:1
C 1.01 -2.10 1.89 -0.06
C 0.04 -2.06 0.72 -0.37
C 0.41 -0.90 -0.23 -0.05
C -0.04 -3.41 -0.03 -0.33
C 1.23 -4.26 0.03 -0.04
C -1.20 -4.23 0.46 -0.17
O -2.44 -3.61 -0.10 -0.49
S -3.60 -3.30 0.92 1.05
P -5.04 -2.13 -0.29 0.32
N -6.20 -3.01 -0.68 -0.13
O -5.24 -0.89 0.67 -0.13
O -4.02 -1.66 -1.39 -0.12
H 2.04 -2.23 1.54 0.09
H 0.98 -1.15 2.43 0.07
H 0.78 -2.89 2.61 0.08
H -0.96 -1.85 1.14 0.11
H 0.27 -1.19 -1.27 0.08
H -0.22 -0.03 -0.05 0.06
H 1.45 -0.62 -0.08 0.06
H -0.23 -3.22 -1.09 0.14
H 2.09 -3.65 -0.23 0.09
H 1.39 -4.69 1.02 0.09
H 1.18 -5.08 -0.69 0.09
H -1.26 -4.23 1.55 0.13
H -1.17 -5.25 0.10 0.11
H -4.38 -4.41 0.86 0.00
H -7.13 -2.73 -0.37 0.03
H -4.64 -0.14 0.53 0.11
H -4.36 -1.82 -2.29 0.12
C 2.81 2.13 -3.76 -0.23
C 2.01 0.97 -4.36 -0.21
C 2.83 -0.31 -4.15 -0.22
S 3.81 -0.03 -2.67 0.67
O 5.21 -0.04 -3.03 -0.31
O 3.35 -0.89 -1.61 -0.34
C 3.27 1.65 -2.39 -0.22
H 2.21 3.03 -3.69 0.10
H 3.67 2.35 -4.39 0.10
H 1.05 0.88 -3.85 0.11
H 1.80 1.13 -5.42 0.11
H 2.22 -1.20 -3.99 0.09
H 3.53 -0.49 -4.96 0.10
H 4.10 2.23 -1.98 0.12
H 2.45 1.61 -1.68 0.07
C 0.61 3.48 3.29 -0.21
C 0.53 4.82 2.55 -0.20
C 1.11 4.60 1.14 -0.21
S 0.81 2.87 0.75 0.65
O 2.08 2.19 0.64 -0.32
O -0.16 2.76 -0.31 -0.34
C 0.06 2.43 2.32 -0.23
H 0.04 3.52 4.22 0.08
H 1.64 3.25 3.54 0.13
H -0.51 5.14 2.48 0.12
H 1.08 5.60 3.07 0.12
H 0.63 5.21 0.38 0.10
H 2.19 4.75 1.11 0.11
H 0.34 1.41 2.56 0.09
H -1.02 2.51 2.20 0.10
C 3.82 5.95 -8.33 -0.22
C 3.88 7.21 -7.46 -0.21
C 3.34 6.84 -6.07 -0.22
S 3.69 5.08 -5.86 0.66
O 2.44 4.37 -5.79 -0.33
O 4.68 4.88 -4.84 -0.32
C 4.40 4.83 -7.48 -0.23
H 4.37 6.07 -9.26 0.12
H 2.78 5.72 -8.58 0.12
H 4.92 7.54 -7.37 0.12
H 3.31 8.03 -7.89 0.11
H 3.83 7.38 -5.26 0.10
H 2.26 6.95 -6.00 0.10
H 4.14 3.82 -7.82 0.11
H 5.48 4.92 -7.38 0.11
C -2.56 -9.20 0.20 -0.22
C -1.95 -10.42 0.91 -0.21
C -0.62 -9.97 1.52 -0.21
S -0.77 -8.21 1.86 0.66
O 0.13 -7.46 1.02 -0.33
O -0.81 -7.97 3.28 -0.32
C -2.43 -8.05 1.18 -0.24
H -3.60 -9.37 -0.09 0.12
H -1.99 -8.98 -0.71 0.12
H -2.63 -10.75 1.70 0.12
H -1.81 -11.25 0.23 0.12
H -0.39 -10.47 2.46 0.11
H 0.21 -10.09 0.83 0.11
H -2.52 -7.06 0.73 0.08
H -3.13 -8.14 2.01 0.11
C -4.38 4.07 6.57 -0.22
C -3.80 2.67 6.87 -0.21
C -2.30 2.74 6.59 -0.22
S -1.80 4.45 6.89 0.66
O -1.36 5.02 5.64 -0.33
O -0.97 4.52 8.06 -0.31
C -3.45 5.06 7.26 -0.23
H -5.40 4.17 6.94 0.12
H -4.39 4.25 5.50 0.12
H -3.97 2.42 7.91 0.12
H -4.28 1.90 6.26 0.11
H -1.71 2.10 7.25 0.10
H -2.06 2.52 5.55 0.09
H -3.52 6.08 6.89 0.11
H -3.56 5.04 8.34 0.11
```

* charge: +1
* frontier orbital gap: 0.2778 hartree
* HOMO: -11.227 eV
* electronic energy: -4787.94404 Eh


# 2
# CBrClFI

CBrClFI as an isolated structure in a non-equilibrium geometry (the ωB97M-V functional and the def2-TZVPD basis, the Open Molecules 2025 dataset).

XYZ file:
```
5
Properties=species:S:1:pos:R:3:lowdin_charge:R:1
C 1.11 -0.42 0.57 -0.88
F 0.85 -0.01 1.78 -0.13
Cl -3.05 0.54 -1.82 -0.31
Br 2.49 0.56 -0.02 0.79
I -1.40 -0.68 -0.51 0.53
```

* frontier orbital gap: 0.2813 hartree
* HOMO: -9.442 eV
* energy above the lowest of the compared OMol25 structures with the same formula, charge and spin: 227.1 kJ/mol
* electronic energy: -3469.75769 Eh


# 3
# C6H11BrO

C6H11BrO as an isolated structure in a non-equilibrium geometry (the ωB97M-V functional and the def2-TZVPD basis, the Open Molecules 2025 dataset).

XYZ file:
```
19
Properties=species:S:1:pos:R:3:lowdin_charge:R:1
C 1.94 1.66 -0.14 -0.02
C 0.84 1.05 -0.04 0.06
C 0.12 -0.76 1.27 -0.03
C 0.08 -1.08 -1.29 0.02
C -1.46 0.67 -0.09 -0.07
C -0.10 -0.03 -0.14 -0.56
O 2.84 -1.14 0.46 -0.93
Br 4.17 -0.14 0.21 0.76
H 2.89 1.16 -0.54 -0.06
H 2.41 2.55 0.31 0.11
H -0.67 -0.24 1.97 0.12
H 1.15 -0.77 1.51 0.02
H -0.23 -1.77 1.34 0.07
H 1.18 -1.27 -1.27 0.09
H -0.51 -1.90 -1.20 0.05
H -0.11 -0.50 -2.16 0.07
H -1.53 1.57 0.53 0.08
H -2.20 -0.09 0.13 0.08
H -1.63 1.17 -1.14 0.12
```

* frontier orbital gap (alpha / beta): 0.2370 / 0.2306 hartree
* HOMO (alpha / beta): -8.043 / -8.009 eV
* energy above the lowest of the compared OMol25 structures with the same formula, charge and spin: 545.8 kJ/mol
* electronic energy: -2884.19544 Eh


# 4
# C3H3ClNO

An isolated ion of composition C3H3ClNO and charge +1 in a non-equilibrium geometry (the ωB97M-V functional and the def2-TZVPD basis, the Open Molecules 2025 dataset).

XYZ file:
```
9
Properties=species:S:1:pos:R:3:lowdin_charge:R:1
C -0.49 0.04 -0.31 0.09
C -0.12 0.63 0.89 0.04
C 0.82 0.32 -0.98 -0.55
N 1.09 1.10 0.42 -0.17
O 1.90 1.84 0.73 0.28
Cl 0.83 1.17 -2.54 0.70
H -1.50 -0.21 -0.77 0.18
H -0.62 0.74 1.97 0.21
H 1.76 -0.55 -0.98 0.22
```

* charge: +1
* SMILES: O=[N+]1C=C[C@H]1Cl
* frontier orbital gap: 0.3253 hartree
* HOMO: -16.159 eV
* energy above the lowest of the compared OMol25 structures with the same formula, charge and spin: 241.3 kJ/mol
* electronic energy: -705.84028 Eh


# 5
# C30H58F18N2O20PS6

A 9-piece molecular cluster, C30H58F18N2O20PS6 overall in a non-equilibrium geometry (the ωB97M-V functional and the def2-TZVPD basis, the Open Molecules 2025 dataset).

XYZ file:
```
135
Properties=species:S:1:pos:R:3:lowdin_charge:R:1
C -2.65 -2.81 -0.61 0.03
C -1.39 -2.32 -1.25 -0.36
O -1.29 -2.27 -2.43 0.14
N -0.26 -1.84 -0.38 0.10
H -0.55 -1.61 0.59 0.08
H 0.37 -2.64 -0.51 0.13
C 0.42 -0.62 -0.95 0.02
H -3.20 -3.31 -1.40 0.07
H -3.28 -1.93 -0.44 0.10
H -2.51 -3.35 0.32 0.10
H 1.18 -0.28 -0.26 0.06
H -0.32 0.15 -1.15 0.08
H 0.81 -0.95 -1.91 0.11
C 0.36 -2.41 -6.10 0.02
N -1.01 -2.52 -6.73 -0.31
C -1.11 -1.66 -7.99 0.03
C -1.20 -4.00 -7.08 -0.01
C -2.14 -2.17 -5.73 -0.12
C -2.03 -0.82 -5.03 -0.23
O -2.07 0.23 -5.97 -0.09
H 0.61 -2.95 -5.20 0.12
H 0.61 -1.35 -6.10 0.10
H 0.96 -2.89 -6.88 0.09
H -2.17 -1.51 -8.20 0.11
H -0.54 -2.25 -8.71 0.09
H -0.48 -0.79 -7.85 0.09
H -0.36 -4.25 -7.72 0.09
H -2.15 -4.03 -7.60 0.11
H -1.30 -4.54 -6.14 0.09
H -2.20 -2.87 -4.89 0.10
H -3.08 -2.27 -6.27 0.12
H -1.09 -0.79 -4.48 0.11
H -2.89 -0.69 -4.37 0.13
H -2.14 1.09 -5.52 0.03
C 2.61 -0.69 7.14 -0.11
C 2.59 -0.62 5.60 -0.25
C 2.89 0.77 5.05 -0.23
C 1.70 1.77 5.18 -0.24
P 1.31 2.83 3.74 1.04
C 2.41 4.27 3.63 -0.26
C 3.90 3.90 3.78 -0.25
C 4.84 5.10 3.88 -0.26
C 6.28 4.76 3.41 -0.11
C -0.38 3.48 4.01 -0.24
C -0.98 4.21 2.75 -0.22
C -2.12 5.26 2.98 -0.26
C -3.40 4.59 3.37 -0.12
C 1.45 1.96 2.15 -0.23
C 1.50 2.78 0.89 -0.23
C 1.35 1.96 -0.39 -0.24
C 1.89 2.57 -1.69 -0.10
H 2.02 -1.60 7.30 0.07
H 2.14 0.14 7.66 0.06
H 3.55 -0.99 7.62 0.06
H 1.63 -1.03 5.30 0.11
H 3.29 -1.38 5.26 0.10
H 3.11 0.67 3.99 0.09
H 3.84 1.16 5.42 0.10
H 1.88 2.43 6.03 0.09
H 0.84 1.13 5.41 0.08
H 2.24 4.92 4.50 0.10
H 2.16 4.72 2.67 0.09
H 4.29 3.31 2.94 0.12
H 4.06 3.22 4.61 0.09
H 4.86 5.40 4.93 0.10
H 4.50 5.89 3.21 0.11
H 6.68 3.81 3.78 0.07
H 7.05 5.45 3.77 0.06
H 6.31 4.64 2.33 0.08
H -0.48 4.07 4.92 0.10
H -1.02 2.59 4.14 0.07
H -1.38 3.52 2.00 0.11
H -0.11 4.71 2.32 0.07
H -2.16 5.85 2.06 0.11
H -1.73 5.96 3.73 0.10
H -3.36 4.31 4.42 0.08
H -3.61 3.70 2.77 0.07
H -4.35 5.13 3.32 0.07
H 0.67 1.20 2.04 0.10
H 2.38 1.39 2.27 0.09
H 2.37 3.43 0.81 0.11
H 0.73 3.56 0.88 0.09
H 0.30 1.65 -0.44 0.07
H 2.01 1.10 -0.21 0.06
H 2.88 3.01 -1.59 0.07
H 1.23 3.22 -2.26 0.05
H 2.04 1.76 -2.42 0.07
C 2.43 -2.55 2.41 -0.64
F 3.48 -2.52 3.21 0.12
F 1.31 -2.85 3.11 0.11
F 2.26 -1.32 1.88 0.10
S 2.68 -3.92 1.10 0.48
O 3.89 -3.51 0.37 -0.33
O 2.95 -5.16 1.81 -0.34
O 1.46 -3.98 0.31 -0.34
C -5.72 -4.81 0.68 -0.65
F -6.56 -5.10 -0.32 0.12
F -5.24 -3.57 0.49 0.10
F -6.32 -4.79 1.87 0.11
S -4.25 -6.07 0.68 0.47
O -3.42 -5.78 1.85 -0.36
O -4.81 -7.41 0.72 -0.36
O -3.50 -5.85 -0.58 -0.36
C -2.59 2.50 -1.72 -0.61
F -3.45 1.52 -1.98 0.13
F -3.33 3.58 -1.37 0.09
F -1.86 2.11 -0.68 0.10
S -1.34 2.94 -3.13 0.55
O -2.00 2.42 -4.35 -0.34
O -1.18 4.38 -3.10 -0.32
O -0.11 2.28 -2.76 -0.37
C -5.01 -3.36 -4.14 -0.65
F -5.00 -2.46 -5.16 0.10
F -4.27 -2.92 -3.14 0.13
F -6.24 -3.61 -3.72 0.14
S -4.35 -5.04 -4.77 0.51
O -3.06 -4.73 -5.43 -0.41
O -4.26 -5.95 -3.63 -0.30
O -5.38 -5.48 -5.69 -0.35
C 4.33 0.54 -1.69 -0.64
F 4.59 1.82 -1.34 0.08
F 3.60 0.03 -0.67 0.09
F 3.63 0.43 -2.80 0.12
S 5.97 -0.44 -1.89 0.47
O 6.96 0.22 -1.03 -0.39
O 5.73 -1.78 -1.39 -0.34
O 6.22 -0.37 -3.34 -0.38
C -3.19 -0.03 2.63 -0.65
F -2.93 0.42 1.39 0.09
F -3.50 1.02 3.40 0.12
F -4.12 -0.95 2.52 0.17
S -1.57 -0.79 3.23 0.50
O -0.94 0.19 4.08 -0.34
O -1.92 -1.99 3.93 -0.28
O -0.72 -1.06 2.05 -0.33
```

* charge: -3
* frontier orbital gap: 0.2208 hartree
* HOMO: -1.970 eV
* electronic energy: -7320.29955 Eh


# 6
# C6H35NO10

A 11-piece molecular cluster, C6H35NO10 overall in a non-equilibrium geometry (the ωB97M-V functional and the def2-TZVPD basis, the Open Molecules 2025 dataset).

XYZ file:
```
52
Properties=species:S:1:pos:R:3:lowdin_charge:R:1
C -0.60 0.11 -0.51 -0.12
C -2.15 0.52 -0.35 -0.36
C -2.29 1.57 -1.48 -0.10
C -2.42 1.15 0.99 -0.08
C -0.06 -0.72 0.67 -0.27
N 1.33 -1.11 0.46 -0.15
C 1.47 -2.44 -0.14 -0.10
H 0.03 0.97 -0.74 0.07
H -0.43 -0.45 -1.50 0.11
H -2.80 -0.36 -0.53 0.12
H -3.36 1.88 -1.59 0.08
H -2.10 1.09 -2.45 0.08
H -1.71 2.48 -1.32 0.07
H -2.42 2.22 1.08 0.08
H -1.77 0.95 1.78 0.00
H -3.45 0.73 1.40 0.12
H -0.24 -0.32 1.67 0.05
H -0.61 -1.63 0.88 0.10
H 1.72 -0.48 -0.26 0.05
H 0.57 -2.86 -0.63 0.07
H 1.92 -3.21 0.51 0.06
H 2.29 -2.14 -0.96 0.12
H 2.62 1.50 -1.88 0.03
H 3.80 0.88 -1.15 0.10
O 2.90 0.67 -1.48 -0.06
H 1.34 0.61 1.76 0.07
H 1.19 1.98 2.49 -0.03
O 1.75 1.57 1.85 -0.08
H -1.64 -1.54 3.61 -0.01
H -0.14 -1.69 3.83 0.02
O -0.89 -1.06 3.70 -0.03
H 0.84 3.09 -3.43 0.05
H 0.74 2.50 -2.07 -0.03
O 0.62 2.26 -3.01 -0.07
H -0.15 -3.32 -3.86 0.03
H 0.03 -1.86 -3.41 -0.01
O -0.30 -2.74 -3.12 -0.08
H -1.82 -2.57 -1.21 0.03
H -3.05 -2.66 -0.08 -0.01
O -2.21 -2.89 -0.37 -0.03
H 1.64 -3.14 2.92 0.07
H 1.55 -1.64 2.67 0.02
O 1.48 -2.29 3.38 -0.06
H 1.61 -0.42 -2.39 0.05
H 0.56 0.23 -3.44 0.00
O 1.02 -0.54 -3.19 -0.07
H -0.56 1.51 3.65 0.03
H -0.19 2.87 4.38 0.08
O -0.15 2.37 3.54 -0.04
H 1.36 2.09 0.16 0.05
H 1.83 3.52 -0.26 0.07
O 1.33 2.78 -0.58 -0.09
```

* SMILES: CNCCC(C)C.O.O.O.O.O.O.O.O.O.O
* frontier orbital gap: 0.3328 hartree
* HOMO: -8.763 eV
* energy above the lowest of the compared OMol25 structures with the same formula, charge and spin: 333.8 kJ/mol
* electronic energy: -1056.69086 Eh


# 7
# C22H54O9S5

A 9-piece molecular cluster, C22H54O9S5 overall in a non-equilibrium geometry (the ωB97M-V functional and the def2-TZVPD basis, the Open Molecules 2025 dataset).

XYZ file:
```
90
Properties=species:S:1:pos:R:3:lowdin_charge:R:1
C 16.28 9.84 14.16 -0.29
S 15.29 11.20 14.68 0.82
O 15.36 11.02 16.22 -0.58
C 16.39 12.54 14.23 -0.27
H 15.76 8.96 14.53 0.06
H 17.28 9.94 14.61 0.07
H 16.25 9.81 13.08 0.03
H 15.95 13.49 14.57 0.06
H 16.43 12.60 13.15 0.03
H 17.31 12.35 14.78 0.06
C 11.76 16.29 8.64 -0.27
S 12.40 14.63 8.61 0.78
O 11.56 13.84 7.68 -0.55
C 13.93 14.96 7.69 -0.25
H 10.76 16.20 9.04 0.01
H 11.80 16.78 7.63 0.08
H 12.32 16.94 9.28 0.05
H 14.54 15.66 8.32 0.07
H 13.73 15.35 6.67 0.07
H 14.35 13.97 7.72 -0.01
C 8.17 15.50 12.75 -0.27
S 8.25 15.13 11.00 0.80
O 8.64 16.38 10.26 -0.57
C 9.74 14.12 11.05 -0.26
H 7.29 16.19 12.86 0.07
H 9.13 15.92 13.06 0.06
H 8.04 14.49 13.17 0.05
H 9.54 13.21 11.59 0.02
H 10.52 14.74 11.49 0.06
H 10.09 13.85 10.04 0.03
C 8.53 9.60 13.11 -0.28
S 8.25 10.36 11.58 0.79
O 9.57 10.73 11.00 -0.55
C 7.77 8.91 10.67 -0.25
H 8.91 10.40 13.77 0.07
H 9.28 8.83 13.02 0.05
H 7.61 9.22 13.41 0.03
H 7.75 9.16 9.59 0.04
H 6.75 8.66 10.98 0.06
H 8.45 8.09 10.92 0.06
C 12.31 11.14 9.54 -0.29
S 13.99 10.84 9.04 0.83
O 14.64 12.15 8.86 -0.56
C 14.45 10.16 10.64 -0.24
H 11.79 10.25 9.87 0.04
H 11.72 11.50 8.66 0.04
H 12.28 11.92 10.30 0.06
H 14.30 10.94 11.37 0.06
H 15.50 9.85 10.48 0.05
H 13.86 9.26 10.79 0.03
C 7.65 12.20 7.71 0.00
C 8.58 11.08 7.33 -0.52
O 8.39 9.98 7.74 0.06
C 9.67 11.40 6.38 -0.02
H 6.99 12.42 6.85 0.10
H 8.21 13.14 7.77 0.08
H 7.13 11.98 8.63 0.08
H 9.99 12.44 6.25 0.07
H 9.41 10.96 5.42 0.09
H 10.54 10.82 6.67 0.08
C 18.58 7.89 12.22 -0.02
C 17.71 6.92 11.47 -0.50
O 17.16 7.20 10.46 0.07
C 17.57 5.47 12.01 -0.01
H 19.65 7.80 11.91 0.11
H 18.51 7.83 13.31 0.08
H 18.26 8.88 11.94 0.03
H 17.55 4.71 11.28 0.06
H 16.67 5.35 12.59 0.07
H 18.44 5.32 12.66 0.08
C 12.01 6.58 12.24 -0.02
C 13.41 6.80 11.70 -0.48
O 14.28 7.25 12.37 0.07
C 13.55 6.25 10.23 0.00
H 11.79 6.81 13.27 0.08
H 11.67 5.57 11.97 0.09
H 11.36 7.14 11.61 0.06
H 14.40 6.66 9.72 0.07
H 12.67 6.49 9.72 0.05
H 13.59 5.15 10.31 0.09
C 17.77 11.67 9.12 0.00
C 18.30 11.96 10.56 -0.49
O 18.24 11.16 11.44 0.06
C 18.87 13.31 10.78 -0.03
H 17.15 10.78 9.12 0.06
H 18.61 11.42 8.46 0.09
H 17.20 12.42 8.66 0.04
H 17.98 13.97 10.61 0.11
H 19.62 13.60 10.03 0.09
H 19.31 13.48 11.73 0.07
```

* frontier orbital gap: 0.3268 hartree
* HOMO: -8.607 eV
* energy above the lowest of the compared OMol25 structures with the same formula, charge and spin: 0.0 kJ/mol
* electronic energy: -3538.54153 Eh


# 8
# C5H4O2

An isolated molecule of C5H4O2 in a non-equilibrium geometry (the ωB97M-V functional and the def2-TZVPD basis, the Open Molecules 2025 dataset).

XYZ file:
```
11
Properties=species:S:1:pos:R:3:lowdin_charge:R:1
O -0.37 2.21 -0.31 0.15
C -0.66 1.16 0.20 -0.50
O -0.08 0.79 1.41 0.05
C 0.78 -0.24 1.26 -0.10
C 0.83 -0.86 0.07 -0.06
C -0.16 -0.48 -0.93 -0.06
C -1.33 0.14 -0.58 0.04
H 1.41 -0.41 2.13 0.13
H 1.56 -1.63 -0.16 0.11
H 0.16 -0.25 -1.94 0.14
H -2.05 0.43 -1.35 0.11
```

* SMILES: O=c1cccco1
* frontier orbital gap: 0.3269 hartree
* HOMO: -9.156 eV
* energy above the lowest of the compared OMol25 structures with the same formula, charge and spin: 248.5 kJ/mol
* electronic energy: -343.29773 Eh


> What is the electronic energy in the fourth record?

-705.84028 Eh